DFT (ωB97M-V/def2-TZVPD) results for C19H18MoNO2 as an isolated structure.

Kohn-Sham gap = 0.251 Ha
Total charge = +3
Multiplicity = 1
Energy = -27406.25003 eV
Highest occupied orbital energy = -18.946 eV
E_LUMO = -0.4448 Eh

Last column: Mulliken charge in e.
Cartesian coordinates (Å):
Mo  1.25844  0.78537  0.63393  1.2429
C  2.91132  1.79371  1.99674  -0.4529
C  3.37725  1.85266  0.66605  -0.3892
C  3.48923  0.52794  0.17248  -0.2009
C  3.07772  -0.35092  1.21682  -1.0345
C  2.69419  0.43148  2.34788  -0.0096
H  2.74878  2.63732  2.65068  0.5677
H  3.61047  2.74173  0.09688  0.5182
H  3.84021  0.24137  -0.80820  0.5085
H  3.05081  -1.43032  1.15876  0.5988
H  2.37539  0.05306  3.30714  0.5161
C  -2.13667  0.57951  -2.74440  -0.7573
O  -2.05691  0.54884  -1.27317  -0.3385
C  -1.25588  1.28319  -0.58023  1.4973
C  -0.24314  2.12535  -1.10751  -0.4090
C  0.50183  2.92850  -0.26226  -0.9870
C  0.33360  2.87572  1.14004  -1.0972
C  -0.59339  1.97244  1.69585  -0.1464
C  -1.32659  1.13827  0.83374  -0.3780
N  -2.16436  0.13005  1.37719  0.0738
C  -2.28719  -1.15153  1.05208  -0.2589
C  -1.57252  -2.00121  0.17868  0.9646
C  -2.25718  -3.19414  -0.17188  -1.0818
C  -1.73109  -4.06370  -1.10336  -0.9581
C  -0.49283  -3.79185  -1.67679  -0.5003
C  0.25125  -2.66235  -1.31638  -0.7022
C  -0.29000  -1.79765  -0.40042  0.5192
O  0.40971  -0.72576  0.04902  -0.3837
H  -2.41412  -0.43084  -3.02248  0.2906
H  -1.17919  0.84427  -3.18260  0.3748
H  -2.91672  1.28874  -3.00604  0.3387
H  -0.08130  2.19477  -2.17523  0.4538
H  1.22320  3.61167  -0.69386  0.5346
H  0.84208  3.60231  1.75622  0.7823
H  -0.71393  1.90393  2.77061  0.5214
H  -2.82898  0.45701  2.07521  0.3696
H  -3.12731  -1.61476  1.56134  0.4988
H  -3.21749  -3.40383  0.28325  0.4397
H  -2.27202  -4.95953  -1.37490  0.4791
H  -0.07457  -4.48339  -2.39790  0.4850
H  1.23792  -2.48743  -1.72294  0.5101


DFT (ωB97M-V/def2-TZVPD) results for C45H37N8SeSiTa as an isolated structure.

Kohn-Sham gap (spin up / spin down) = 0.181 / 0.184 Ha
Total charge = 0
Multiplicity = 1
Energy = -133967.24518 eV
Highest occupied orbital energy (spin up / spin down) = -6.742 / -6.787 eV
Energy above the lowest of the compared OMol25 structures with the same formula, charge and spin = 14.0 kcal per mole
E_LUMO (spin up / spin down) = -0.0668 / -0.0649 Eh

Last column: Mulliken charge in e.
Cartesian coordinates (Å):
Ta  0.32257  -0.06675  0.37885  0.5609
C  5.92504  -1.40448  -3.07481  -0.5978
C  5.21767  -0.89580  -4.17810  -0.7893
C  3.95793  -0.34769  -4.02899  -0.0746
C  3.41694  -0.33404  -2.74695  0.5710
C  2.14934  0.15504  -2.23936  -0.5590
N  2.06726  -0.08471  -0.89767  -0.1414
C  3.25872  -0.65693  -0.49494  0.1390
N  3.65730  -0.92868  0.73051  -0.4837
C  3.01994  -0.59538  1.83161  -0.0080
C  3.62548  -0.72175  3.14772  0.1352
C  4.83560  -1.26568  3.56620  -0.1636
C  5.13181  -1.18727  4.91450  -0.6490
C  4.25416  -0.57175  5.82245  -0.6218
C  3.06029  -0.01698  5.39984  -0.2295
C  2.76115  -0.11066  4.04554  0.3380
C  1.63888  0.39109  3.26591  -0.3991
N  0.67500  1.11016  3.79503  -0.6651
C  -0.20516  1.71386  3.01897  -0.1576
N  -0.33207  1.60033  1.66682  -0.1472
C  -1.26952  2.52921  1.25723  -0.0451
N  -1.64778  2.85118  0.03667  -0.1638
C  -1.15501  2.34252  -1.07162  -0.0106
N  -0.16039  1.40487  -1.18401  -0.1822
C  0.20889  1.34616  -2.49893  -0.0278
N  1.25530  0.74512  -3.01142  -0.3965
C  -0.66713  2.19619  -3.29302  -0.0852
C  -0.71913  2.44887  -4.65674  -0.1280
C  -1.65877  3.36627  -5.09297  -0.6386
C  -2.50221  4.02801  -4.18794  -0.8710
C  -2.43282  3.78382  -2.82728  0.3297
C  -1.50683  2.84017  -2.39570  -0.0438
C  -1.78086  3.23476  2.41962  -0.2029
C  -2.72097  4.25229  2.54490  0.2734
C  -2.99759  4.70306  3.82258  -0.7526
C  -2.34547  4.16577  4.94403  -0.6170
C  -1.39711  3.16782  4.81236  -0.1899
C  -1.13277  2.70936  3.52683  0.1818
N  1.79629  0.03909  1.95715  -0.2761
C  4.11242  -0.83981  -1.65493  0.3544
C  5.38886  -1.37755  -1.80015  -0.4407
H  6.91259  -1.82552  -3.23353  0.4044
H  5.67317  -0.93562  -5.16188  0.4027
H  3.40231  0.05464  -4.86856  0.5710
H  5.51225  -1.73137  2.85722  0.5585
H  6.06146  -1.60554  5.28428  0.4037
H  4.52466  -0.52933  6.87204  0.3908
H  2.37850  0.47138  6.08613  0.5634
H  -0.04967  1.94265  -5.34303  0.5777
H  -1.74332  3.58601  -6.15086  0.4093
H  -3.22057  4.74591  -4.56870  0.3833
H  -3.07855  4.29991  -2.12419  0.5176
H  -3.22049  4.65918  1.67291  0.5332
H  -3.73225  5.48678  3.96794  0.4112
H  -2.59256  4.54615  5.92951  0.4048
H  -0.88241  2.75098  5.66966  0.5771
H  5.93099  -1.76566  -0.94359  0.5616
C  -0.87280  -4.03090  0.89127  -1.9788
C  0.24030  -3.35901  0.07240  3.0304
C  1.50089  -4.24324  0.19446  -1.8415
C  0.51965  -2.00162  0.70853  -0.9396
C  -0.14586  -3.21766  -1.40210  -0.3724
C  0.81096  -2.80747  -2.33395  0.0305
C  0.49129  -2.63149  -3.67504  -0.6474
C  -0.80263  -2.87620  -4.11774  -0.6493
C  -1.75896  -3.30528  -3.20742  -0.7403
C  -1.43222  -3.47537  -1.86722  -0.0437
H  -0.54564  -4.12303  1.93005  0.4496
H  -1.07706  -5.03939  0.50942  0.4928
H  -1.79437  -3.44929  0.88241  0.2032
H  1.73897  -4.40079  1.25108  0.4352
H  2.37288  -3.78065  -0.27579  0.3028
H  1.33526  -5.21924  -0.27342  0.4321
H  0.88732  -2.16794  1.72791  0.5924
H  1.83325  -2.64153  -2.00561  0.2195
H  1.25766  -2.30516  -4.37327  0.3755
H  -1.06283  -2.73946  -5.16222  0.4216
H  -2.77400  -3.50207  -3.53837  0.4022
H  -2.20424  -3.78590  -1.17219  0.3571
C  -4.58753  1.65977  -0.96241  -0.6348
Si  -4.19233  0.28023  0.22587  0.1914
C  -5.32904  -1.13805  -0.18807  -1.1681
C  -4.56105  0.82905  1.96717  -0.8122
Se  -2.16952  -0.73299  0.13759  -0.2221
H  -5.65639  1.91523  -0.90694  0.4777
H  -4.36101  1.35624  -1.99004  0.2753
H  -4.01008  2.55603  -0.73057  -0.0801
H  -6.38045  -0.82092  -0.14579  0.3510
H  -5.18820  -1.96351  0.51682  0.2727
H  -5.12314  -1.51529  -1.19678  0.2736
H  -5.62372  1.09598  2.06193  0.4270
H  -3.96804  1.69800  2.26713  0.0816
H  -4.34868  0.01328  2.66577  0.2396


DFT (ωB97M-V/def2-TZVPD) results for a 4-piece molecular cluster, C16H40O8 overall.

Kohn-Sham gap = 0.372 Ha
Total charge = 0
Multiplicity = 1
SMILES = COCCOC.COCCOC.COCCOC.COCCOC
Energy = -33612.80365 eV
Highest occupied orbital energy = -9.518 eV
Energy above the lowest of the compared OMol25 structures with the same formula, charge and spin = 144.8 kcal per mole
E_LUMO = 0.0221 Eh

Last column: natural (NBO) charge in e.
Cartesian coordinates (Å):
C  -2.48304  15.36503  4.60210  -0.2518
O  -3.89809  15.17436  4.34293  -0.5474
C  -4.50971  14.01313  4.85310  -0.0753
C  -5.51410  13.45635  3.81202  -0.0814
O  -6.61806  12.61793  4.22393  -0.5509
C  -7.19867  11.91340  3.09184  -0.2567
H  -2.00263  16.31976  4.38813  0.2001
H  -1.91166  14.68481  3.97050  0.1673
H  -2.20207  15.13450  5.62973  0.1714
H  -5.15423  14.28219  5.68993  0.1676
H  -3.87430  13.20524  5.21599  0.1698
H  -4.84717  12.86886  3.18101  0.1547
H  -5.79160  14.38856  3.32001  0.1759
H  -7.21835  10.87571  3.42489  0.1922
H  -6.74998  12.10138  2.11642  0.1823
H  -8.20068  12.33637  3.01977  0.1825
C  -12.57567  5.75573  1.70582  -0.2459
O  -12.19444  5.01033  2.76697  -0.5312
C  -12.97865  3.77804  2.88163  -0.0862
C  -12.78238  2.78606  1.74724  -0.1045
O  -13.66552  2.97325  0.71305  -0.5327
C  -13.60035  1.94313  -0.20575  -0.2456
H  -12.47023  6.80932  1.96452  0.1829
H  -13.65732  5.65603  1.61526  0.1608
H  -12.12289  5.47413  0.75514  0.1627
H  -14.03446  3.94307  3.09638  0.1803
H  -12.62863  3.29725  3.79510  0.1912
H  -12.79641  1.82813  2.26711  0.1722
H  -11.77423  2.96193  1.37201  0.1724
H  -12.68842  2.12613  -0.77409  0.1658
H  -14.46026  1.87873  -0.87246  0.1923
H  -13.57480  0.96331  0.27110  0.1655
C  -15.17284  -2.76425  -10.04132  -0.2514
O  -14.78867  -1.75360  -10.98805  -0.5546
C  -13.89498  -0.73013  -10.35311  -0.0871
C  -14.74383  0.43767  -9.99824  -0.0962
O  -15.31938  0.18707  -8.81531  -0.5427
C  -15.52336  1.26992  -7.94170  -0.2540
H  -14.29244  -3.19927  -9.56829  0.1604
H  -15.67810  -3.55409  -10.59719  0.1888
H  -15.79024  -2.30735  -9.26792  0.1806
H  -13.11960  -0.44633  -11.06469  0.1868
H  -13.36542  -1.11267  -9.48056  0.1816
H  -15.52574  0.40629  -10.75701  0.1866
H  -14.19312  1.37708  -10.04640  0.1664
H  -14.63983  1.64752  -7.42703  0.1683
H  -16.01707  0.85272  -7.06404  0.1932
H  -16.10908  2.06303  -8.40650  0.1733
C  -17.10739  -0.28487  5.03623  -0.2747
O  -16.59269  -1.38670  5.86236  -0.5263
C  -15.42212  -1.02927  6.54774  -0.0752
C  -14.79880  -2.13365  7.33934  -0.0787
O  -14.29676  -3.17348  6.44959  -0.5485
C  -13.91199  -4.40625  7.10757  -0.2611
H  -16.52034  0.00131  4.16354  0.1756
H  -17.51076  0.62124  5.48828  0.1764
H  -18.01041  -0.73484  4.62371  0.1967
H  -15.65792  -0.22606  7.24585  0.1631
H  -14.70524  -0.59386  5.85162  0.1659
H  -15.48200  -2.49294  8.10892  0.1749
H  -13.96183  -1.74809  7.92152  0.1728
H  -14.76612  -4.89741  7.57375  0.1766
H  -13.03105  -4.24495  7.72887  0.1688
H  -13.46174  -5.15537  6.45628  0.1937